The following is a quantum chemistry calculation of a 2-piece molecular cluster, C4H14N3 overall in a non-equilibrium geometry, from the OMol25 dataset.

XYZ file:
```
21
C4H14N3, DFT ωB97M-V/def2-TZVPD
N 1.187 -0.046 1.093
N -0.119 -1.221 -0.388
N 0.553 -2.197 1.626
C 0.374 -0.661 -1.683
C -0.576 2.692 -0.222
C -1.783 2.131 -0.982
C 0.555 -1.184 0.763
H 0.138 -3.066 1.331
H -0.950 3.243 0.662
H -2.727 2.278 -0.471
H -1.051 -1.607 -0.347
H -0.133 1.852 0.300
H 1.131 -2.210 2.448
H 1.584 0.559 0.389
H 0.422 -1.508 -2.355
H -1.678 1.118 -1.371
H -2.061 2.606 -1.960
H 1.754 0.017 1.928
H -0.155 3.467 -0.862
H -0.350 0.127 -1.874
H 1.363 -0.270 -1.476
```

Calculated values
E_LUMO	-0.1149	Ha
Kohn-Sham gap	0.415	Ha
E_HOMO	-14.43	eV
maximum force	0.0489	hartree/bohr
energy above the lowest of the compared OMol25 structures with the same formula, charge and spin	134.6	kJ/mol
electronic energy	-8838.627	eV
net charge	+1



The following is a quantum chemistry calculation of a 2-piece molecular cluster, C4H14N3 overall in a non-equilibrium geometry, from the OMol25 dataset.

XYZ file:
```
21
C4H14N3, DFT ωB97M-V/def2-TZVPD
N -2.028 -0.967 1.497
N -1.230 -0.863 -0.788
N 0.022 -1.883 0.867
C 2.407 2.087 -0.644
C -1.099 -1.228 0.492
C 2.342 1.061 0.580
C -2.380 -0.327 -1.470
H -1.714 -0.792 2.438
H -2.655 -1.126 -2.159
H 0.657 -2.415 0.270
H -0.683 -1.338 -1.499
H 3.023 1.637 1.439
H 3.245 2.875 -0.278
H -2.960 -0.648 1.421
H 2.421 1.709 -1.659
H 1.287 0.800 0.830
H -2.064 0.584 -2.011
H -3.180 0.218 -1.033
H 0.198 -2.201 1.840
H 1.369 2.616 -0.582
H 3.021 0.199 0.447
```

Calculated values
E_LUMO	-0.1157	Ha
Kohn-Sham gap	0.402	Ha
E_HOMO	-14.09	eV
maximum force	0.0731	hartree/bohr
energy above the lowest of the compared OMol25 structures with the same formula, charge and spin	211.8	kJ/mol
electronic energy	-8837.827	eV
net charge	+1



The following is a quantum chemistry calculation of an isolated ion of composition C4H14N3 and charge +1 in a non-equilibrium geometry, from the OMol25 dataset.

XYZ file:
```
21
C4H14N3, DFT ωB97M-V/def2-TZVPD
N 0.448 0.149 0.778
N -2.013 0.143 0.585
N 0.118 0.319 -0.578
C 0.064 -0.832 -1.683
C 0.824 1.570 -1.009
C -1.014 0.163 1.580
C 1.336 -0.948 1.078
H 0.938 -1.428 -1.633
H 1.153 -1.802 0.367
H 0.222 2.405 -0.999
H -0.871 -0.611 2.325
H -1.030 1.081 2.140
H 2.363 -0.732 0.797
H -0.968 0.635 -0.494
H 0.982 1.520 -2.034
H -2.950 0.578 0.920
H -2.234 -0.860 0.252
H -0.776 -1.364 -1.313
H 1.907 1.656 -0.555
H 1.448 -1.308 2.062
H 0.054 -0.333 -2.585
```

Calculated values
E_LUMO	-0.1046	Ha
Kohn-Sham gap	0.387	Ha
structure (SMILES)	CN(CN)[NH+](C)C
E_HOMO	-13.39	eV
maximum force	0.0831	hartree/bohr
energy above the lowest of the compared OMol25 structures with the same formula, charge and spin	407.0	kJ/mol
electronic energy	-8835.805	eV
net charge	+1



The following is a quantum chemistry calculation of a 2-piece molecular cluster, C4H14N3 overall in a non-equilibrium geometry, from the OMol25 dataset.

XYZ file:
```
21
C4H14N3, DFT ωB97M-V/def2-TZVPD
N -0.817 0.866 0.286
N -0.730 -0.865 1.840
N 0.169 1.195 2.499
C 1.532 -0.680 -1.095
C -0.574 0.442 1.578
C 1.156 -0.006 -2.328
C -1.751 -0.021 -0.305
H -2.574 -0.358 0.337
H 0.211 2.221 2.600
H 0.774 0.637 3.095
H 2.647 -0.843 -1.089
H 1.322 1.108 -2.397
H 0.093 -0.180 -2.692
H 1.807 -0.232 -3.220
H 1.030 -1.636 -0.955
H -1.160 1.897 0.086
H -0.758 -1.652 1.210
H -1.231 -0.991 -0.637
H -0.309 -1.248 2.650
H 1.337 -0.047 -0.181
H -2.174 0.392 -1.282
```

Calculated values
E_LUMO	-0.1355	Ha
Kohn-Sham gap	0.388	Ha
E_HOMO	-14.25	eV
maximum force	0.0943	hartree/bohr
energy above the lowest of the compared OMol25 structures with the same formula, charge and spin	171.8	kJ/mol
electronic energy	-8838.242	eV
net charge	+1



The following is a quantum chemistry calculation of a 2-piece molecular cluster, C4H14N3 overall in a non-equilibrium geometry, from the OMol25 dataset.

XYZ file:
```
21
C4H14N3, DFT ωB97M-V/def2-TZVPD
N 1.340 0.065 -1.415
N -0.959 -2.622 -0.505
N 0.812 1.687 0.782
C -0.284 -1.729 -1.276
C -0.545 2.213 1.221
C -1.370 1.041 1.737
C 0.903 -1.157 -0.896
H 1.477 -1.541 -0.056
H 0.769 1.087 -0.111
H 1.242 1.166 1.554
H -1.276 -3.417 -1.071
H -2.321 1.330 2.192
H -0.820 0.516 2.525
H 2.336 0.052 -1.637
H -1.603 0.273 0.989
H 1.457 2.446 0.557
H -0.721 -1.505 -2.243
H -0.386 2.919 2.031
H -1.008 2.693 0.367
H 0.826 0.301 -2.264
H -0.424 -3.029 0.264
```

Calculated values
E_LUMO (spin up / spin down)	-0.2793 / -0.4065	Ha
Kohn-Sham gap (spin up / spin down)	0.395 / 0.331	Ha
⟨S²⟩	0.76
spin multiplicity	2
E_HOMO (spin up / spin down)	-18.35 / -20.07	eV
maximum force	0.0570	hartree/bohr
energy above the lowest of the compared OMol25 structures with the same formula, charge and spin	0.0	kJ/mol
electronic energy	-8827.612	eV
net charge	+2



The following is a quantum chemistry calculation of a 2-piece molecular cluster, C4H14N3O overall in a non-equilibrium geometry, from the OMol25 dataset.

XYZ file:
```
22
C4H14N3O, DFT ωB97M-V/def2-TZVPD
O -3.039 0.424 -1.910
N 0.376 -0.239 -0.384
N 1.469 -1.877 -1.855
N -0.874 1.442 1.215
C 0.466 -1.059 -1.355
C -0.292 0.428 2.160
C 1.170 0.278 1.840
C 1.561 0.214 0.371
H -3.211 -0.490 -2.166
H 1.338 -2.832 -1.556
H -1.834 1.808 1.406
H -0.848 -0.483 1.999
H -0.950 1.008 0.301
H -0.241 2.240 1.185
H 2.357 -0.546 0.289
H -3.433 0.977 -2.579
H 1.632 -0.428 2.546
H 1.829 1.045 2.298
H 1.974 1.097 -0.119
H -0.516 -1.196 -1.783
H 2.388 -1.582 -1.560
H -0.417 0.877 3.150
```

Calculated values
E_LUMO	-0.1075	Ha
Kohn-Sham gap	0.380	Ha
E_HOMO	-13.28	eV
maximum force	0.0549	hartree/bohr
energy above the lowest of the compared OMol25 structures with the same formula, charge and spin	219.4	kJ/mol
electronic energy	-10885.887	eV
net charge	+1



The following is a quantum chemistry calculation of a 2-piece molecular cluster, C4H14N3OP overall in a non-equilibrium geometry, from the OMol25 dataset.

XYZ file:
```
23
C4H14N3OP, DFT ωB97M-V/def2-TZVPD
P 1.988 0.275 0.133
O 2.191 1.489 -0.656
N 2.990 0.205 1.549
N 2.603 -1.053 -0.744
N -0.367 -0.507 0.622
C -1.380 0.834 -1.381
C -1.295 0.527 0.156
C -1.005 1.860 0.964
C -0.480 -1.781 -0.056
H 2.596 -1.897 -0.144
H -2.339 1.483 -1.670
H 0.315 -1.759 -0.709
H 2.073 -1.125 -1.612
H -2.323 0.116 0.481
H 2.794 -0.526 2.324
H 3.008 1.206 1.983
H -0.651 1.701 1.918
H -0.553 1.483 -1.734
H -0.321 2.528 0.393
H -0.290 -2.599 0.750
H -2.017 2.378 0.884
H -1.432 -2.042 -0.594
H -1.253 -0.103 -2.024
```

Calculated values
E_LUMO (spin up / spin down)	-0.0073 / -0.0074	Ha
Kohn-Sham gap (spin up / spin down)	0.289 / 0.289	Ha
E_HOMO (spin up / spin down)	-8.07 / -8.08	eV
maximum force	0.0952	hartree/bohr
energy above the lowest of the compared OMol25 structures with the same formula, charge and spin	312.5	kJ/mol
electronic energy	-20180.007	eV
net charge	0



The following is a quantum chemistry calculation of C4H14N4 as an isolated structure in a non-equilibrium geometry, from the OMol25 dataset.

XYZ file:
```
22
C4H14N4, DFT ωB97M-V/def2-TZVPD
N 1.137 -0.337 -0.870
N -3.063 0.213 -0.049
N -1.112 1.550 0.350
N -0.876 -0.375 -1.084
C 1.338 -1.673 -0.342
C 1.931 0.553 1.362
C -1.642 0.277 0.134
C 1.448 0.734 -0.069
H 2.021 1.469 -0.637
H 1.027 -2.409 -1.086
H -3.432 -0.725 -0.154
H 2.226 1.522 1.763
H 2.407 -1.818 -0.163
H -1.373 -0.393 0.959
H 2.781 -0.129 1.460
H 1.121 0.181 1.995
H -1.500 2.211 -0.324
H -1.003 0.189 -1.918
H 0.217 1.353 0.125
H -3.392 0.823 -0.786
H 0.814 -1.861 0.602
H -1.074 -1.354 -1.265
```

Calculated values
E_LUMO	0.0283	Ha
Kohn-Sham gap	0.303	Ha
E_HOMO	-7.46	eV
maximum force	0.0482	hartree/bohr
energy above the lowest of the compared OMol25 structures with the same formula, charge and spin	441.1	kJ/mol
electronic energy	-10331.233	eV
net charge	0